# 1
Entry from OMol25: a molecular structure, C36H26F5N9S2Zr in a non-equilibrium geometry (wB97M-V/def2-TZVPD).

CARTESIAN COORDINATES (ANGSTROEM)
Zr: -0.05144 -1.62430 0.25171
C: -0.56692 -0.11830 -5.01274
S: -2.00617 -0.08034 -3.93440
C: -1.55806 -1.07132 -2.58450
S: 0.05392 -1.74405 -2.39177
N: -2.53212 -1.26564 -1.74147
N: -2.07151 -2.02549 -0.66491
C: -2.91022 -2.79889 -0.09873
C: -2.37827 -3.74757 0.88946
C: -3.18133 -4.67759 1.50939
C: -2.58173 -5.62517 2.33833
C: -1.21073 -5.61077 2.48791
C: -0.47132 -4.63106 1.83458
N: -1.03608 -3.70413 1.06455
H: -0.73230 0.68592 -5.72815
H: -0.48923 -1.06268 -5.54444
H: 0.34470 0.09020 -4.45958
H: -3.95271 -2.81018 -0.40219
H: -4.24983 -4.66849 1.34256
H: -3.18482 -6.36896 2.84177
H: -0.70013 -6.34022 3.10076
H: 0.60319 -4.58419 1.94403
N: 3.56766 -1.91698 0.85550
C: 3.04739 -0.78921 1.47100
C: 3.95176 -0.07049 2.26611
C: 3.53126 1.05811 2.91426
C: 2.20357 1.46398 2.75865
C: 1.39083 0.71643 1.95808
N: 1.78269 -0.41118 1.29488
C: 3.02032 -2.98309 0.19115
C: 3.91087 -4.01819 -0.15092
C: 3.45643 -5.11270 -0.82560
C: 2.10019 -5.18511 -1.17341
C: 1.29605 -4.14877 -0.81730
N: 1.72284 -3.03460 -0.13307
H: 4.55392 -2.02980 1.02614
H: 4.96968 -0.42389 2.36370
H: 4.21915 1.61690 3.53479
H: 1.81328 2.34486 3.24648
H: 0.36323 1.00714 1.81634
H: 4.95213 -3.92803 0.12917
H: 4.14062 -5.90871 -1.08881
H: 1.69180 -6.02132 -1.72078
H: 0.25612 -4.15281 -1.10057
N: -1.38712 5.44181 -1.74673
C: -0.97578 6.61932 -2.34264
C: -1.62290 7.84076 -2.53972
C: -0.89281 8.81114 -3.18561
C: 0.43258 8.58676 -3.62094
C: 1.05824 7.38121 -3.42051
C: 0.33236 6.37795 -2.76626
N: 0.70997 5.08659 -2.43884
C: -0.33195 4.57541 -1.84179
C: -0.34793 3.19945 -1.34653
C: -1.45725 2.59566 -0.76955
C: -1.37182 1.28368 -0.34492
N: -0.25823 0.54807 -0.48165
C: 0.81239 1.13113 -1.07059
C: 0.81769 2.43442 -1.48284
H: -2.28292 5.27320 -1.32613
H: -2.63725 8.01835 -2.20933
H: -1.34518 9.77679 -3.36758
H: 0.95859 9.38658 -4.12392
H: 2.07186 7.20120 -3.75158
H: -2.39983 3.10978 -0.64426
H: -2.22074 0.79806 0.10818
H: 1.69072 0.51724 -1.20910
H: 1.69571 2.86667 -1.94102
F: -3.22614 -0.10687 1.72848
C: -2.35380 -0.62215 2.61803
C: -1.13500 -1.12962 2.21438
C: -0.39249 -1.69758 3.22952
F: 0.78701 -2.32017 2.88304
C: -0.75023 -1.75328 4.55903
F: 0.02574 -2.32872 5.46803
C: -1.97212 -1.19859 4.91543
F: -2.37124 -1.22249 6.17251
C: -2.78088 -0.63716 3.93845
F: -3.95792 -0.13390 4.27900

## Properties
Charge: +2
HOMO-LUMO gap: 0.2073 Ha
HOMO level: -12.35 eV

Here is what Mulliken gives for the atomic charges, in e: -0.071, -0.772, 0.035, 0.667, -0.427, -1.684, 1.138, -0.851, 0.698, -0.986, -0.502, -0.992, -0.036, 0.733, 0.389, 0.325, 0.240, 0.452, 0.531, 0.484, 0.469, 0.427, 0.244, 0.344, -0.910, -0.667, -1.193, -0.282, 0.937, 0.387, -1.158, -0.565, -1.105, -0.497, 0.688, 0.208, 0.500, 0.470, 0.528, 0.383, 0.495, 0.455, 0.516, 0.571, 0.049, 0.803, -1.063, -0.416, -0.514, -0.789, 0.546, -0.554, -0.273, 0.995, -0.909, -0.943, 1.815, -0.852, -0.927, 0.167, 0.396, 0.399, 0.400, 0.442, 0.399, 0.436, 0.551, 0.619, -0.457, -0.162, 1.646, -0.078, -0.514, 0.095, -0.290, 0.708, -0.283, 0.220, -0.279


# 2
Entry from OMol25: a molecular structure, C36H27Cl6CsNO4Te in a non-equilibrium geometry (wB97M-V/def2-TZVPD).

CARTESIAN COORDINATES (ANGSTROEM)
Cs: -0.30787 3.12249 0.19563
Cl: 6.48468 3.38579 4.38443
C: 5.18973 3.38207 3.19341
C: 5.51142 3.38090 1.82216
C: 4.52313 3.36568 0.88332
C: 3.11533 3.33879 1.22367
O: 2.22961 3.25968 0.34391
C: 2.83772 3.40147 2.64474
C: 1.50311 3.53465 3.18292
O: 0.45604 3.71990 2.58365
C: 3.88376 3.39530 3.58554
H: 6.55362 3.39145 1.52520
H: 4.76424 3.35887 -0.17253
H: 1.47932 3.48135 4.29544
H: 3.63456 3.41803 4.64160
Cl: -6.26465 8.65892 -0.29175
C: -4.72026 7.89631 -0.51174
C: -4.61820 6.51184 -0.67345
Cl: -6.06692 5.55492 -0.65149
C: -3.39488 5.89993 -0.85286
Cl: -3.27346 4.18390 -1.03733
C: -2.14788 6.62583 -0.89447
O: -1.04355 6.08292 -1.07376
C: -2.31502 8.04791 -0.71897
Cl: -0.86191 8.99048 -0.75643
C: -3.54447 8.64869 -0.53485
Cl: -3.64515 10.37094 -0.32953
C: 3.62667 -7.10291 -2.42612
C: 2.97470 -5.79335 -2.06279
C: 2.10611 -5.15326 -2.93609
C: 1.51349 -3.93461 -2.61014
C: 0.57005 -3.30928 -3.61398
C: 1.77681 -3.31746 -1.37853
Te: 0.89252 -1.24566 -0.90484
N: -0.46900 0.39520 -0.60396
C: -1.72039 0.55067 -0.21997
O: -2.05101 1.40813 0.62866
C: -2.83900 -0.26765 -0.85150
C: -2.64389 -1.15083 -1.90637
C: -3.71126 -1.86197 -2.43654
C: -4.98831 -1.69114 -1.92014
C: -5.19195 -0.80100 -0.87329
C: -4.12306 -0.09329 -0.34467
C: -0.20345 -2.25714 0.61429
C: -0.89357 -3.41637 0.27349
C: -1.68793 -4.07732 1.19776
C: -1.78598 -3.58196 2.48894
C: -1.08655 -2.43792 2.83802
C: -0.29284 -1.75180 1.91870
C: 0.41901 -0.50120 2.35726
C: 2.64652 -3.96885 -0.49306
C: 2.95916 -3.41772 0.87915
C: 3.23102 -5.18556 -0.84302
H: 3.29974 -7.44243 -3.40972
H: 3.38167 -7.88245 -1.70113
H: 4.71493 -7.00840 -2.44785
H: 1.88741 -5.61182 -3.89722
H: 0.56522 -3.87511 -4.54772
H: 0.84848 -2.27879 -3.83564
H: -0.45398 -3.28168 -3.23161
H: -1.65011 -1.27370 -2.31751
H: -3.54650 -2.54865 -3.25883
H: -5.82287 -2.24205 -2.33799
H: -6.18747 -0.65476 -0.47163
H: -4.25260 0.61253 0.46496
H: -0.80278 -3.81175 -0.73062
H: -2.22987 -4.96892 0.90604
H: -2.40826 -4.08177 3.22191
H: -1.15583 -2.05546 3.85050
H: 0.44271 -0.42974 3.44500
H: -0.09018 0.38056 1.96736
H: 1.44238 -0.47187 1.97852
H: 2.64863 -2.38021 0.98102
H: 4.03045 -3.47368 1.08506
H: 2.44217 -3.99611 1.64949
H: 3.90672 -5.66855 -0.14013

## Properties
Charge: -2
<S²>: 0.761
2S+1: 2
HOMO-LUMO gap (spin up / spin down): 0.2270 / 0.2271 Ha
HOMO level (spin up / spin down): -2.60 / -2.61 eV

Here is what Mulliken gives for the atomic charges, in e: 1.567, -0.298, 0.199, -0.428, -0.674, 0.095, -0.740, 0.828, -0.234, -0.682, -0.701, 0.366, 0.374, 0.204, 0.296, -0.245, 0.313, -0.032, -0.224, 0.501, -0.095, -0.482, -0.711, 0.467, -0.220, -0.037, -0.230, -1.493, 0.899, -1.078, 1.351, -1.273, -1.101, 0.493, -0.898, 1.298, -1.015, -0.204, 0.071, -0.763, -0.338, -0.609, -0.373, 0.660, -0.538, -0.813, -0.580, -0.570, 1.121, -1.878, 1.494, -1.768, -0.817, 0.342, 0.315, 0.319, 0.191, 0.408, 0.276, 0.092, 0.427, 0.395, 0.382, 0.381, 0.430, 0.307, 0.383, 0.354, 0.342, 0.474, 0.237, 0.214, 0.076, 0.535, 0.316, 0.351


# 3
Entry from OMol25: a molecular structure, C36H27I2N7ORhS (wB97M-V/def2-TZVPD).

CARTESIAN COORDINATES (ANGSTROEM)
Rh: 0.64121 0.02469 -1.41457
I: 5.58909 5.68617 -1.07221
C: 4.07576 4.43520 -1.69323
C: 2.78121 4.95040 -1.85386
C: 1.77786 4.12932 -2.29379
I: -0.08660 4.93460 -2.65940
C: 2.02697 2.70485 -2.54053
O: 1.13678 1.90351 -2.86879
C: 3.39983 2.23500 -2.40355
C: 3.69861 0.82481 -2.80949
N: 3.03926 -0.17370 -1.94931
C: 3.53271 -1.51101 -2.30909
C: 2.61930 -2.64184 -1.92350
C: 3.06835 -3.94588 -2.08726
C: 2.22533 -4.99232 -1.76957
C: 0.96536 -4.69598 -1.26968
C: 0.60372 -3.37153 -1.12508
N: 1.40806 -2.34721 -1.46277
C: 4.37748 3.08030 -1.98841
H: 2.58090 5.99357 -1.64731
H: 4.78126 0.67310 -2.80983
H: 3.34108 0.66935 -3.82763
H: 3.30579 0.01742 -0.99126
H: 4.51891 -1.69034 -1.87761
H: 3.66239 -1.53757 -3.39094
H: 4.07154 -4.12603 -2.45812
H: 2.54633 -6.01988 -1.90077
H: 0.26702 -5.47680 -0.99480
H: -0.36209 -3.11523 -0.71470
H: 5.39489 2.72029 -1.89266
N: -5.12078 -3.20651 6.62506
C: -4.47935 -2.86435 5.73272
C: -3.67533 -2.43546 4.61025
C: -3.69618 -1.10238 4.20990
C: -2.92116 -0.69419 3.13689
C: -2.12920 -1.61115 2.45817
C: -2.11033 -2.94115 2.85945
C: -2.87846 -3.35630 3.93309
C: -1.29214 -1.16920 1.30423
C: -0.02902 -0.66115 1.63371
C: 0.52004 -0.57761 2.94535
C: 1.77096 -0.01446 2.82547
C: 1.94196 0.23408 1.44528
N: 0.88017 -0.13460 0.73736
C: -1.85852 -1.33895 0.03957
C: -3.11813 -1.95176 -0.22582
C: -3.24462 -2.04548 -1.59332
C: -2.06171 -1.48457 -2.12821
N: -1.24327 -1.05538 -1.17654
H: -4.31613 -0.39220 4.74196
H: -2.92909 0.34609 2.82205
H: -1.48776 -3.65532 2.33088
H: -2.86460 -4.38957 4.25348
H: 0.03054 -0.90614 3.85290
H: 2.48367 0.20209 3.60983
H: 2.79684 0.70913 0.97623
H: -3.82483 -2.27946 0.52504
H: -4.07117 -2.45703 -2.15734
H: -1.79451 -1.40908 -3.17520
N: -1.88100 1.47150 -3.14507
C: -1.94846 1.88601 -1.85630
N: -1.00609 1.75047 -0.95944
C: -1.38007 2.40122 0.23464
C: -0.59557 2.56109 1.37290
C: -1.11519 3.23477 2.46673
C: -2.40721 3.75906 2.44998
C: -3.19816 3.62044 1.32319
C: -2.66722 2.94351 0.23296
S: -3.40620 2.67826 -1.31721
H: -0.96320 1.40018 -3.53970
H: -2.60994 1.75932 -3.77153
H: 0.40544 2.16211 1.39802
H: -0.50400 3.35269 3.35415
H: -2.79044 4.28749 3.31549
H: -4.19885 4.03667 1.28846

## Properties
Charge: +1
<S²>: 6.037
2S+1: 5
HOMO-LUMO gap (spin up / spin down): 0.2556 / 0.1600 Ha
HOMO level (spin up / spin down): -9.95 / -9.95 eV

Here is what Mulliken gives for the atomic charges, in e: 0.248, 0.221, -0.237, -0.435, -0.248, 0.156, 0.721, -0.780, 0.373, -1.153, 0.459, -0.921, 0.496, -0.892, -0.388, -1.147, -0.235, 0.630, -0.505, 0.375, 0.491, 0.485, -0.105, 0.418, 0.421, 0.460, 0.426, 0.488, 0.424, 0.414, -0.517, -0.228, 0.611, -0.686, 0.128, -0.981, 0.012, -0.753, 1.544, -0.514, -0.898, -1.416, -0.851, 1.654, -0.137, -0.518, -1.238, -1.074, 0.772, 0.472, 0.427, 0.503, 0.458, 0.570, 0.490, 0.311, 0.597, 0.506, 0.478, -0.169, -0.486, 1.719, -1.290, -0.355, -0.682, -0.653, -0.482, 1.395, -0.358, 0.182, 0.252, 0.225, 0.441, 0.430, 0.448